No. 1
Below is C36H45N4O3PTi as an isolated structure in a non-equilibrium geometry, with properties calculated with wB97M-V/def2-TZVPD.

Geometry as XYZ:
```
90
Properties=species:S:1:pos:R:3:forces:R:3
Ti -9.839 -14.053 -9.309 0.09 0.51 -0.67
O -10.561 -13.506 -13.382 0.53 0.17 -0.44
C -10.331 -13.979 -12.287 -0.13 -0.06 1.70
N -9.422 -13.703 -11.305 -1.74 -0.48 -0.97
C -8.340 -12.864 -11.472 -0.37 0.03 -0.45
C -8.125 -11.978 -12.509 0.98 0.99 0.00
C -6.929 -11.252 -12.482 0.32 -0.25 -0.91
C -5.874 -11.615 -11.645 -1.67 -0.52 0.18
C -6.085 -12.554 -10.648 -2.44 0.71 -0.88
C -7.398 -13.024 -10.467 1.93 -0.99 1.22
N -7.811 -13.846 -9.377 -0.95 0.95 -1.05
C -7.134 -14.097 -8.235 1.22 0.10 -0.54
O -5.968 -13.788 -7.945 -0.15 0.37 -0.20
C -7.937 -14.882 -7.336 -0.74 -0.77 1.46
C -7.410 -15.392 -6.159 -0.62 -0.19 -0.35
C -8.217 -16.251 -5.392 2.59 1.53 0.90
C -9.421 -16.634 -5.916 -1.50 -1.71 0.17
C -9.912 -16.164 -7.102 -1.35 -0.72 0.62
N -9.280 -15.117 -7.710 0.28 -0.46 -0.86
C -11.245 -15.083 -11.780 -0.58 -0.64 -0.21
C -11.828 -15.996 -12.661 0.72 1.61 -1.26
C -12.646 -16.971 -12.208 -0.63 -1.82 -0.37
C -12.847 -17.150 -10.851 0.62 0.89 0.11
C -12.228 -16.225 -10.033 -0.64 0.11 1.04
N -11.488 -15.191 -10.466 0.75 -0.31 0.24
H -8.781 -11.802 -13.348 -0.37 -0.24 0.34
H -6.795 -10.516 -13.280 0.19 -0.14 0.32
H -4.919 -11.213 -11.728 1.48 0.89 -0.36
H -5.354 -12.886 -10.003 1.50 -0.44 1.30
H -6.371 -15.150 -5.942 -0.27 -0.03 0.12
H -7.849 -16.566 -4.404 -0.36 -0.14 -0.62
H -9.894 -17.439 -5.356 -0.48 0.15 -0.43
H -10.891 -16.620 -7.515 1.81 1.15 0.54
H -11.666 -15.883 -13.743 0.08 0.08 0.66
H -13.053 -17.667 -12.949 -0.07 0.21 0.41
H -13.410 -17.945 -10.413 -0.33 -0.32 0.02
H -12.398 -16.286 -8.944 0.26 0.13 -0.67
O -10.429 -12.334 -8.528 0.25 0.74 0.64
P -9.986 -11.352 -7.393 -0.70 0.50 -0.33
C -10.811 -9.640 -7.670 0.82 -1.36 -0.10
C -11.101 -9.449 -9.182 2.20 1.28 0.88
C -12.505 -9.741 -9.542 -0.52 -0.56 -0.40
C -13.409 -8.703 -8.889 -0.36 0.55 0.37
C -12.914 -8.249 -7.502 -0.40 -0.05 0.32
C -12.032 -9.303 -6.884 -0.16 -0.16 2.47
C -8.235 -10.870 -7.424 -0.95 1.31 0.08
C -7.929 -10.072 -8.721 0.59 -0.89 0.16
C -6.461 -9.640 -8.673 -0.95 0.43 -0.39
C -6.262 -8.616 -7.562 0.25 -0.01 0.23
C -7.300 -8.641 -6.469 -0.85 0.99 1.57
C -7.935 -10.000 -6.153 0.64 0.14 -0.52
C -10.307 -12.288 -5.849 -0.94 0.46 -0.45
C -11.820 -12.674 -5.699 0.32 -0.50 0.33
C -12.413 -12.216 -4.382 -0.95 1.10 1.42
C -11.617 -12.646 -3.093 0.10 0.63 -1.04
C -10.118 -12.848 -3.480 -0.46 0.77 2.18
C -9.607 -11.912 -4.549 0.43 0.05 -0.49
H -9.995 -9.004 -7.328 0.02 0.23 -0.32
H -10.346 -10.008 -9.705 -0.04 -0.23 -0.72
H -10.844 -8.372 -9.314 -0.31 -0.51 -0.47
H -12.720 -10.757 -9.106 -0.14 0.73 -0.84
H -12.641 -9.717 -10.653 0.04 -0.40 0.96
H -14.359 -9.168 -8.736 -0.85 -0.28 0.05
H -13.625 -7.824 -9.508 0.36 -0.23 -0.13
H -13.766 -8.161 -6.795 0.36 0.35 -0.57
H -12.371 -7.295 -7.495 -0.21 -0.09 -0.25
H -12.607 -10.214 -6.732 -0.34 0.06 0.10
H -11.756 -8.933 -5.847 -0.19 -0.63 -0.98
H -7.640 -11.759 -7.403 0.49 -0.65 -0.10
H -8.509 -9.158 -8.800 -0.38 -0.10 -0.07
H -8.132 -10.753 -9.565 0.13 0.54 0.02
H -6.233 -9.141 -9.617 0.27 -0.42 -0.08
H -5.863 -10.526 -8.542 0.49 -0.24 -0.06
H -6.239 -7.605 -7.959 0.07 0.10 -0.19
H -5.318 -8.770 -7.091 0.99 -0.14 0.16
H -8.058 -7.887 -6.717 -0.25 -0.29 -0.02
H -6.893 -8.243 -5.481 -0.25 -0.46 -1.24
H -8.778 -9.879 -5.480 -0.16 0.29 -0.28
H -7.211 -10.516 -5.546 0.30 -0.49 0.16
H -9.830 -13.183 -6.167 0.59 -1.07 -0.38
H -11.894 -13.798 -5.729 -0.06 1.10 -0.38
H -12.401 -12.195 -6.495 -0.02 -0.64 -0.08
H -13.484 -12.502 -4.301 0.63 -0.40 -0.09
H -12.551 -11.116 -4.351 0.59 -0.24 -0.27
H -12.040 -13.596 -2.748 0.24 0.17 0.21
H -11.702 -11.883 -2.283 -0.16 -0.56 -0.66
H -10.064 -13.846 -3.795 0.50 -1.56 -0.79
H -9.525 -12.810 -2.535 -0.18 0.15 -0.75
H -8.505 -12.058 -4.758 -1.16 0.38 0.71
H -9.847 -10.867 -4.313 0.32 -0.24 0.35
```
Forces are in eV/Å.

The energy above the lowest of the compared OMol25 structures with the same formula, charge and spin is 1.334 eV. The spin multiplicity is 3. The frontier orbital gap (spin up / spin down) is 5.2 / 7.1 eV. The largest force on an atom comes out at 3.14 eV Å⁻¹. The calculation puts the total energy at -3034.48076 Ha. For the LUMO energy (spin up / spin down), the calculation gives 0.0 / 0.1 eV.



No. 2
Below is C36H47As3HfN2O3PSe2Te2 as an isolated structure in a non-equilibrium geometry, with properties calculated with wB97M-V/def2-TZVPD.

Geometry as XYZ:
```
97
Properties=species:S:1:pos:R:3:forces:R:3
Hf -1.401 0.366 -0.037 0.39 0.60 0.21
C -3.832 2.336 2.490 -0.03 -0.08 -0.03
As -2.394 2.821 1.269 0.19 -0.02 0.21
C -3.376 4.163 0.274 0.02 0.01 -0.15
C -1.396 4.135 2.355 0.08 -0.08 -0.02
C 0.013 3.900 2.908 0.01 0.01 0.01
C 0.478 5.262 3.461 -0.02 0.10 -0.05
C 0.959 3.555 1.756 -0.08 0.01 0.04
As 0.983 1.825 0.829 0.01 0.25 -0.25
C 2.013 2.501 -0.670 0.05 -0.10 -0.09
C 2.415 0.903 1.759 -0.04 -0.14 0.14
C 0.073 2.924 4.091 0.03 0.19 0.05
As -0.375 1.042 3.782 -0.10 -0.13 -0.25
C 1.006 0.270 4.928 0.00 -0.07 0.11
C -1.836 0.869 5.067 0.00 -0.04 0.08
H -3.979 3.148 3.197 -0.06 0.03 0.04
H -3.618 1.414 3.023 0.01 0.03 -0.07
H -4.742 2.203 1.907 -0.03 0.01 0.01
H -3.663 4.938 0.981 -0.06 0.10 -0.01
H -4.270 3.728 -0.162 -0.04 0.02 -0.01
H -2.760 4.588 -0.516 0.02 -0.01 0.01
H -2.073 4.432 3.157 -0.05 0.03 0.05
H -1.325 4.980 1.669 -0.02 0.12 0.02
H 0.557 6.007 2.664 -0.02 -0.04 0.05
H 1.455 5.171 3.941 -0.03 0.00 -0.04
H -0.230 5.637 4.205 0.04 -0.02 -0.02
H 1.993 3.713 2.067 0.09 -0.02 0.01
H 0.773 4.259 0.941 0.02 0.11 0.02
H 2.917 2.972 -0.288 0.07 0.02 -0.02
H 1.423 3.219 -1.233 -0.02 0.04 0.00
H 2.267 1.672 -1.328 0.03 0.02 0.02
H 2.814 1.551 2.536 0.07 0.02 0.04
H 3.188 0.683 1.029 0.09 -0.02 -0.03
H 2.063 -0.024 2.203 0.00 -0.01 0.00
H -0.583 3.297 4.882 0.04 0.02 0.04
H 1.088 2.932 4.498 0.00 0.04 -0.01
H 2.001 0.416 4.507 -0.08 0.01 0.01
H 0.820 -0.799 5.026 0.04 0.00 0.02
H 0.958 0.731 5.915 0.04 -0.03 0.00
H -2.670 1.519 4.809 0.08 0.00 0.04
H -1.467 1.136 6.057 -0.05 0.00 0.03
H -2.186 -0.162 5.076 -0.03 0.00 0.00
Se -2.221 -1.876 -1.185 0.25 -0.56 -0.69
Te -3.299 -1.222 -3.352 -0.04 0.09 0.03
Te -1.410 0.482 -4.245 0.10 -0.17 0.02
Se -1.110 1.881 -2.163 -0.03 0.39 -0.27
O -4.007 -1.762 2.103 0.00 -0.15 0.22
C -3.582 -0.861 1.444 0.19 0.42 -0.02
O -2.346 -0.342 1.551 -1.03 -0.71 0.47
C -4.423 -0.151 0.409 0.08 0.29 0.12
C -5.760 -0.432 0.277 -0.13 0.01 0.00
C -6.489 0.278 -0.672 -0.09 -0.04 -0.01
C -5.845 1.223 -1.446 -0.08 0.02 -0.01
C -4.484 1.420 -1.271 0.10 0.10 -0.02
N -3.787 0.770 -0.344 0.22 -0.75 0.24
H -6.198 -1.189 0.913 0.00 0.01 -0.04
H -7.545 0.082 -0.808 0.03 0.02 0.02
H -6.368 1.786 -2.205 0.00 -0.01 0.02
H -3.926 2.121 -1.877 0.02 -0.03 -0.06
O 1.298 -0.692 -0.396 0.05 0.47 0.73
N 0.366 -1.209 0.501 0.04 0.15 -0.97
C 0.301 -2.478 0.593 -0.23 -0.23 0.37
C 1.117 -3.554 0.001 -0.11 0.10 0.30
C 1.251 -4.646 0.867 0.06 -0.05 0.06
C 1.994 -5.756 0.516 0.01 0.03 -0.02
C 2.599 -5.787 -0.731 -0.01 0.06 -0.04
C 2.439 -4.723 -1.608 -0.01 0.02 -0.05
C 1.697 -3.585 -1.280 0.06 -0.10 -0.12
P 1.421 -2.251 -2.559 -0.42 -0.50 -0.55
C 1.459 -3.224 -4.107 0.16 -0.10 0.05
C 0.422 -4.140 -4.304 -0.04 0.01 0.05
C 0.328 -4.856 -5.486 0.03 0.01 -0.01
C 1.261 -4.653 -6.498 -0.01 0.04 0.03
C 2.284 -3.735 -6.316 -0.04 0.03 0.03
C 2.382 -3.019 -5.126 0.09 -0.07 -0.06
C 3.065 -1.432 -2.492 0.14 0.05 -0.23
C 3.144 -0.196 -3.144 0.13 -0.04 0.02
C 4.333 0.516 -3.183 0.00 -0.03 0.02
C 5.464 0.015 -2.547 -0.05 0.00 -0.02
C 5.392 -1.190 -1.865 -0.07 0.00 0.02
C 4.200 -1.910 -1.837 0.07 -0.03 0.01
H 1.963 -1.365 -0.631 0.11 0.14 0.33
H -0.463 -2.788 1.303 -0.03 -0.03 -0.07
H 0.763 -4.613 1.835 0.00 0.00 -0.04
H 2.089 -6.588 1.202 0.00 0.02 -0.03
H 3.184 -6.647 -1.032 -0.02 0.03 -0.01
H 2.896 -4.781 -2.588 -0.04 0.00 -0.02
H -0.314 -4.298 -3.522 -0.01 0.03 -0.01
H -0.476 -5.571 -5.621 0.04 0.05 0.01
H 1.184 -5.204 -7.427 0.01 0.00 0.04
H 3.014 -3.573 -7.099 -0.02 0.01 0.02
H 3.190 -2.308 -4.998 -0.01 -0.02 0.01
H 2.260 0.202 -3.627 -0.11 0.05 -0.06
H 4.377 1.466 -3.702 0.00 -0.04 0.00
H 6.397 0.564 -2.584 -0.04 0.00 0.02
H 6.266 -1.580 -1.357 -0.04 0.01 -0.02
H 4.170 -2.852 -1.301 0.01 0.04 -0.07
```
Forces are in eV/Å.

The energy above the lowest of the compared OMol25 structures with the same formula, charge and spin is 0.808 eV. As for the net charge: +1. The frontier orbital gap is 6.1 eV. The largest force on an atom comes out at 1.34 eV Å⁻¹. The calculation puts the total energy at -14170.74704 Ha. For the LUMO energy, the calculation gives -3.1 eV.



No. 3
Below is C36H47BCoN10Se as an isolated structure in a non-equilibrium geometry, with properties calculated with wB97M-V/def2-TZVPD.

Geometry as XYZ:
```
96
Properties=species:S:1:pos:R:3:forces:R:3
Co 0.550 0.440 0.000 2.92 3.53 0.00
C 1.412 -4.034 -2.396 0.23 -0.07 0.30
C 0.774 -2.687 -2.251 0.03 -0.85 -1.17
C -0.117 -2.113 -3.131 0.05 -0.25 0.26
C -0.423 -0.880 -2.575 -0.06 1.00 -0.30
N 0.258 -0.734 -1.417 3.42 0.67 -8.72
N 0.976 -1.829 -1.232 3.26 -0.06 -3.03
B 1.867 -1.978 0.000 1.64 0.72 0.00
N 2.850 -0.808 0.000 1.64 -1.44 0.00
N 2.413 0.440 0.000 2.62 2.20 0.00
C 3.493 1.253 0.000 -0.59 0.43 0.00
C 4.645 0.481 0.000 -0.05 -0.02 0.00
C 4.198 -0.823 0.000 0.80 -0.28 0.00
C 5.057 -2.049 0.000 -0.16 -0.44 0.00
C 3.431 2.770 0.000 -0.36 0.29 0.00
C 4.135 3.309 1.260 0.21 0.04 0.37
C 1.966 3.252 0.000 1.42 -0.48 0.00
C 4.135 3.309 -1.259 0.21 0.04 -0.38
N 0.976 -1.829 1.232 3.26 -0.06 3.03
N 0.258 -0.734 1.417 3.42 0.67 8.72
C -0.423 -0.880 2.575 -0.06 1.00 0.30
C -0.117 -2.113 3.131 0.05 -0.26 -0.26
C 0.774 -2.687 2.251 0.03 -0.85 1.17
C 1.412 -4.034 2.396 0.23 -0.07 -0.30
C -1.369 0.155 3.156 -0.12 0.64 -0.19
C -0.861 0.588 4.544 0.27 -0.02 0.41
C -2.777 -0.456 3.285 -0.38 -0.28 0.03
C -1.443 1.395 2.241 0.49 0.00 3.71
C -1.369 0.155 -3.156 -0.13 0.64 0.19
C -2.778 -0.456 -3.285 -0.38 -0.28 -0.03
C -1.443 1.395 -2.241 0.49 0.01 -3.72
C -0.862 0.588 -4.544 0.27 -0.02 -0.41
H 1.068 -4.529 -3.329 0.19 0.41 0.66
H 2.515 -3.920 -2.436 -0.59 -0.27 0.09
H 1.137 -4.671 -1.530 0.31 0.15 -0.46
H -0.494 -2.535 -4.054 0.08 0.04 0.21
H 2.437 -3.024 0.000 -0.16 -0.06 0.00
H 5.672 0.823 0.000 -0.20 -0.12 0.00
H 6.132 -1.771 0.000 -0.79 -0.14 0.00
H 4.842 -2.653 0.906 0.23 0.17 -0.59
H 4.842 -2.653 -0.906 0.23 0.17 0.59
H 3.638 2.925 2.177 0.33 0.23 -0.49
H 5.201 2.997 1.283 -0.65 0.20 0.02
H 4.101 4.420 1.282 0.01 -0.65 -0.05
H 1.432 2.882 0.902 0.69 0.13 -0.38
H 1.917 4.362 0.000 0.13 -0.59 0.00
H 1.432 2.882 -0.901 0.69 0.13 0.38
H 5.201 2.997 -1.283 -0.65 0.20 -0.02
H 3.638 2.925 -2.177 0.33 0.24 0.50
H 4.101 4.420 -1.282 0.01 -0.65 0.05
H -0.494 -2.535 4.054 0.08 0.04 -0.21
H 1.068 -4.529 3.329 0.19 0.41 -0.67
H 1.137 -4.671 1.530 0.31 0.15 0.47
H 2.515 -3.920 2.435 -0.59 -0.27 -0.09
H -0.814 -0.279 5.238 0.00 0.51 -0.35
H 0.156 1.029 4.466 -0.59 -0.25 0.09
H -1.539 1.348 4.990 0.37 -0.47 -0.32
H -2.766 -1.342 3.955 -0.05 0.49 -0.41
H -3.489 0.286 3.709 0.46 -0.39 -0.23
H -3.155 -0.775 2.290 0.16 0.14 0.88
H -0.441 1.861 2.133 -0.68 -0.36 0.44
H -1.812 1.115 1.232 0.21 0.27 6.62
H -2.135 2.155 2.664 0.33 -0.48 -0.14
H -3.155 -0.775 -2.289 0.16 0.14 -0.88
H -3.489 0.286 -3.708 0.46 -0.39 0.23
H -2.766 -1.342 -3.955 -0.05 0.49 0.40
H -1.812 1.115 -1.232 0.21 0.27 -6.62
H -0.441 1.861 -2.133 -0.68 -0.36 -0.44
H -2.135 2.155 -2.664 0.34 -0.48 0.14
H -0.814 -0.279 -5.238 0.00 0.51 0.35
H -1.539 1.348 -4.990 0.37 -0.47 0.32
H 0.156 1.029 -4.466 -0.59 -0.25 -0.09
Se -6.908 0.441 0.000 2.79 -0.04 0.00
N -5.618 1.689 0.000 0.81 0.70 0.00
C -4.395 1.132 0.000 -3.42 1.41 0.00
C -3.190 1.854 0.000 -0.88 3.04 0.00
C -3.136 3.255 0.000 0.07 -1.62 0.00
C -1.893 3.897 0.000 1.48 -0.39 0.00
C -0.719 3.134 0.000 -2.76 0.50 0.00
N -0.785 1.774 0.000 3.30 4.55 0.00
C -1.975 1.132 0.000 -6.35 4.59 0.00
C -1.975 -0.251 0.000 -4.74 -6.90 0.00
N -0.785 -0.893 0.000 -8.92 -4.51 0.00
C -0.720 -2.253 0.000 -5.36 -3.18 0.00
C -1.893 -3.016 0.000 0.55 1.21 0.00
C -3.136 -2.374 0.000 0.28 0.74 0.00
C -3.190 -0.973 0.000 0.48 -2.32 0.00
C -4.396 -0.251 0.000 -3.75 -1.28 0.00
N -5.618 -0.808 0.000 0.81 -0.75 0.00
H -4.041 3.849 0.000 -0.10 -0.32 0.00
H -1.839 4.978 0.000 0.13 -0.11 0.00
H 0.245 3.624 0.000 -1.54 -0.26 0.00
H 0.245 -2.743 0.000 -3.22 -0.62 0.00
H -1.839 -4.097 0.000 0.13 0.07 0.00
H -4.042 -2.968 0.000 -0.09 0.30 0.00
H -1.044 0.440 0.000 4.97 0.23 0.00
```
Forces are in eV/Å.

As for the net charge: +1. The spin multiplicity is 5. The frontier orbital gap (spin up / spin down) is 5.0 / 6.5 eV. The largest force on an atom comes out at 9.99 eV Å⁻¹. The calculation puts the total energy at -5755.68439 Ha. For the LUMO energy (spin up / spin down), the calculation gives -3.3 / -3.5 eV.